P | Density functional theory data (ωB97M-V with the def2-TZVPD basis set) for a molecular structure, C24H22N11O4Pd.

Structure (ORCA input):
```
! wB97M-V def2-TZVPD RIJCOSX def2/J DEFGRID3
* xyz 3 5
Pd 0.3130 0.7383 0.2359
C 0.4670 2.3556 3.0726
N -0.4118 2.3341 1.8969
C -1.8275 2.0452 2.1426
C -2.1429 0.5835 2.0786
N -1.3147 -0.3235 1.5162
C -1.9951 -1.4750 1.4836
C -1.6212 -2.7293 0.9038
C -2.5283 -3.7414 0.9773
C -3.7899 -3.5450 1.6045
C -4.1943 -2.3051 2.1688
C -3.2818 -1.3014 2.0876
N -3.2995 0.0458 2.4607
C 1.6185 1.3954 2.9672
N 1.8400 0.6096 1.8907
C 2.9925 -0.0278 2.1202
C 3.7004 -0.9474 1.2823
C 4.8744 -1.4440 1.7615
C 5.3624 -1.0556 3.0387
C 4.6823 -0.1377 3.8863
C 3.5125 0.3512 3.3978
N 2.5723 1.2649 3.8867
H 0.9054 3.3516 3.1932
H -0.0817 2.1608 3.9992
H -0.3538 3.2268 1.4227
H -2.2037 2.4749 3.0770
H -2.4019 2.5045 1.3307
H -0.6630 -2.8311 0.4114
H -2.3118 -4.7111 0.5517
H -4.4855 -4.3742 1.6450
H -5.1749 -2.1979 2.6128
H -4.0769 0.5398 2.8800
H 3.3006 -1.2123 0.3117
H 5.4597 -2.1407 1.1777
H 6.2989 -1.4723 3.3886
H 5.0987 0.1323 4.8475
H 2.6265 1.7661 4.7642
O 0.2740 -0.6996 -1.3855
C -0.7861 -0.1726 -1.8532
O -1.2829 0.8210 -1.2155
C -1.4201 -0.6902 -3.0779
C -2.5896 -0.1007 -3.5553
C -3.1893 -0.5945 -4.7001
C -2.5953 -1.6686 -5.3385
C -1.4294 -2.2649 -4.8930
C -0.8373 -1.7666 -3.7463
N -3.2423 -2.2089 -6.5611
O -4.2832 -1.6952 -6.9017
O -2.7004 -3.1500 -7.0946
H -3.0203 0.7424 -3.0332
H -4.0955 -0.1721 -5.1087
H -1.0120 -3.0936 -5.4455
H 0.0777 -2.2004 -3.3686
N 4.2913 4.0070 -1.4600
N 3.0857 3.3342 -1.5199
N 2.1996 3.5969 -2.4476
C 1.1789 2.8432 -2.0641
N 1.4671 2.1757 -0.9454
N 2.7120 2.4984 -0.6044
H 4.4682 4.4094 -2.3770
H 5.0216 3.3588 -1.1840
H 0.2427 2.7829 -2.5927
*
```

Expectation value of S²   6.0439
HOMO (alpha / beta)   -16.03 / -16.03 eV

Atomic partial charges in e from the natural (NBO) method, atoms 1 to 2:
1. Pd 1.1845
2. C -0.3049


Q | Density functional theory data (ωB97M-V with the def2-TZVPD basis set) for a molecular structure, C24H22N11O4Pd.

Structure (ORCA input):
```
! wB97M-V def2-TZVPD RIJCOSX def2/J DEFGRID3
* xyz 3 5
Pd 0.2371 -0.1700 -0.2954
C 2.9806 0.2967 -1.7467
N 2.5450 -0.3765 -0.5143
C 3.1847 0.0949 0.7367
C 2.2711 1.0203 1.4842
N 0.9834 1.1124 1.2288
C 0.4549 2.0268 2.1448
C -0.8444 2.4988 2.3174
C -1.0478 3.4075 3.3341
C 0.0069 3.8442 4.1553
C 1.2959 3.3884 3.9870
C 1.4923 2.4696 2.9619
N 2.6338 1.8119 2.5046
C 2.0127 1.3489 -2.1896
N 0.7310 1.3793 -1.7583
C 0.1389 2.4123 -2.3694
C -1.2067 2.8905 -2.2559
C -1.5388 3.9796 -3.0018
C -0.5841 4.5994 -3.8472
C 0.7624 4.1402 -3.9706
C 1.0841 3.0567 -3.2234
N 2.2641 2.3228 -3.0546
H 3.0451 -0.4386 -2.5542
H 3.9776 0.7335 -1.6456
H 2.6946 -1.3739 -0.6157
H 4.1398 0.5828 0.5308
H 3.4052 -0.7762 1.3552
H -1.6576 2.1661 1.6853
H -2.0412 3.7968 3.5110
H -0.2022 4.5560 4.9423
H 2.1031 3.7253 4.6237
H 3.5592 1.8915 2.8969
H -1.9043 2.3842 -1.6007
H -2.5386 4.3894 -2.9614
H -0.8821 5.4631 -4.4304
H 1.4569 4.6466 -4.6290
H 3.1463 2.4937 -3.5205
O -3.9324 0.1932 0.8550
C -2.8210 -0.2679 0.4896
O -1.9366 0.2979 -0.1682
C -2.7136 -1.6548 1.0478
C -3.6311 -2.6344 0.6679
C -3.3585 -3.9598 0.9791
C -2.1933 -4.2358 1.6599
C -1.3210 -3.2591 2.1393
C -1.6049 -1.9441 1.8592
N -1.8131 -5.6522 1.8609
O -0.6187 -5.8844 1.7471
O -2.6874 -6.4455 2.0984
H -4.5198 -2.3696 0.1104
H -4.0237 -4.7616 0.6882
H -0.4524 -3.5502 2.7136
H -0.9839 -1.1476 2.2482
N 1.0580 -5.2528 -1.6385
N 0.3653 -4.0762 -1.6217
N -0.7768 -3.9344 -2.2548
C -1.0219 -2.6440 -2.0860
N -0.0551 -2.0575 -1.3758
N 0.8383 -3.0015 -1.0785
H 0.4322 -5.9960 -1.9260
H 1.4986 -5.4136 -0.7407
H -1.8866 -2.1435 -2.4893
*
```

Expectation value of S²   6.0343
HOMO (alpha / beta)   -16.50 / -16.47 eV

Atomic partial charges in e from the natural (NBO) method, atoms 1 to 2:
1. Pd 1.2575
2. C -0.3026


Which of them is the most stable? Correct choice: P.


P | Density functional theory data (ωB97M-V with the def2-TZVPD basis set) for a gas-phase ion, CH3N2O3S (charge -1).

Structure (ORCA input):
```
! wB97M-V def2-TZVPD RIJCOSX def2/J DEFGRID3
* xyz -1 1
C 0.2674 -0.0442 0.5840
N 2.0839 0.4997 -0.6990
N 0.7263 0.4834 -0.4768
O -2.8111 -1.3089 -0.5987
O -0.8881 -0.4634 0.8509
O -2.9705 0.9850 0.3967
S -2.3105 0.0515 -0.4683
H 0.9211 -0.3343 1.3471
H 2.3910 -0.4390 -1.1579
H 2.5904 0.5701 0.2220
*
```

HOMO   -4.22 eV

Atomic partial charges in e from the natural (NBO) method, atoms 1 to 2:
1. C 0.4187
2. N -0.6741


Q | Density functional theory data (ωB97M-V with the def2-TZVPD basis set) for a gas-phase ion, CH3N2O3S (charge -1).

Structure (ORCA input):
```
! wB97M-V def2-TZVPD RIJCOSX def2/J DEFGRID3
* xyz -1 1
C -0.5388 1.2495 -0.0163
N 0.8384 -0.5586 0.6867
N 0.1923 -0.2406 -0.3623
O -2.2184 -0.4978 -1.0676
O -2.4221 0.0110 1.2984
O -3.1443 1.6607 -0.3415
S -2.2305 0.5291 -0.0326
H -0.1238 1.5499 0.8947
H -0.3642 1.7513 -0.9333
H 1.1048 -1.5702 0.6033
*
```

SMILES   [H]/N=N/CS(=O)(=O)[O-]
HOMO   -4.80 eV

Atomic partial charges in e from the natural (NBO) method, atoms 1 to 2:
1. C -0.5466
2. N -0.3999


Which of them is the most stable? Correct choice: P.


P | Density functional theory data (ωB97M-V with the def2-TZVPD basis set) for a molecular structure, C6H10FNS.

Structure (ORCA input):
```
! wB97M-V def2-TZVPD RIJCOSX def2/J DEFGRID3
* xyz 0 1
C -1.7923 -2.0108 -1.2361
C -1.1494 -0.9795 -0.7348
C 0.7585 0.3731 -0.4751
C 2.0175 0.5358 -1.2912
C 0.6753 0.3481 2.0726
C 0.4266 1.1516 0.7109
N -0.0134 -0.4759 -0.9743
F -3.9849 -0.4973 0.1847
S -2.5968 0.1986 0.6977
H -2.6870 -2.5473 -0.9986
H -1.4370 -2.6098 -2.1192
H 2.0694 1.5335 -1.9309
H 2.9431 0.6915 -0.5611
H 2.2696 -0.1936 -1.9867
H 0.3596 0.9668 3.0210
H 1.7524 0.2955 2.2073
H 0.0501 -0.4687 2.0203
H -0.5499 1.5138 0.6827
H 0.8885 2.1747 0.7107
*
```

HOMO   -8.36 eV

Atomic partial charges in e from the natural (NBO) method, atoms 1 to 2:
1. C -0.4370
2. C 0.2507


Q | Density functional theory data (ωB97M-V with the def2-TZVPD basis set) for a single C6H10FNS molecule.

Structure (ORCA input):
```
! wB97M-V def2-TZVPD RIJCOSX def2/J DEFGRID3
* xyz 0 1
C -1.3116 0.5655 -0.0652
C -1.2299 -0.6471 0.3642
C 1.4654 0.2489 0.2988
C -2.5830 1.2959 -0.4192
C 1.5226 0.3457 1.7346
C 1.2003 -1.5161 -1.4028
N 1.1433 -1.0422 -0.0641
F -1.9636 -1.6825 0.5129
S 0.1155 1.5481 -0.3457
H 2.3653 0.5772 -0.2062
H -3.1900 1.4476 0.5740
H -3.1826 0.5514 -1.0912
H -2.3484 2.3048 -0.9017
H 0.4725 0.2234 2.0040
H 1.7903 1.2439 2.1935
H 2.1520 -0.3972 2.1826
H 1.2552 -0.7979 -2.1875
H 2.0262 -2.1156 -1.6954
H 0.3005 -2.1537 -1.4855
*
```

HOMO (alpha / beta)   -8.25 / -8.26 eV

Atomic partial charges in e from the natural (NBO) method, atoms 1 to 2:
1. C -0.3805
2. C 0.5167


Which of them is the most stable? Correct choice: P.


P | Density functional theory data (ωB97M-V with the def2-TZVPD basis set) for 2 unconnected molecules or ions with the total composition C5H10Si.

Structure (ORCA input):
```
! wB97M-V def2-TZVPD RIJCOSX def2/J DEFGRID3
* xyz 0 1
C -1.4972 -3.0163 2.0951
C 0.3245 1.7988 1.1591
C -0.7177 -2.3851 1.3524
C 1.3921 0.9736 0.3025
C 1.2728 0.3483 -0.8937
Si -0.2537 -0.0394 -1.9715
H -2.1173 -3.6267 2.6265
H 1.0108 2.5844 1.6542
H -0.4984 2.1255 0.5095
H -0.0467 1.1637 1.8978
H -0.4473 -1.6607 0.6912
H 2.2612 0.8281 1.0056
H 2.2164 -0.0543 -1.2849
H -0.7038 0.9753 -2.8837
H -1.5470 -0.7092 -1.3589
H 0.2362 -1.2166 -2.6243
*
```

SMILES   C/C=C\[SiH3].C#C
HOMO   -9.79 eV

Atomic partial charges in e from the natural (NBO) method, atoms 1 to 2:
1. C -0.2145
2. C -0.6533


Q | Density functional theory data (ωB97M-V with the def2-TZVPD basis set) for a single C5H10Si molecule.

Structure (ORCA input):
```
! wB97M-V def2-TZVPD RIJCOSX def2/J DEFGRID3
* xyz 0 1
C 0.7930 1.3242 0.4514
C 0.5006 0.1180 0.8607
C -0.1154 0.5576 -0.4521
C -1.5946 0.8828 -0.5109
C 0.4279 -0.0396 -1.7378
Si 0.7024 -1.5826 1.9656
H 1.2842 2.2534 0.6025
H -2.1700 -0.0070 -0.7654
H -1.7921 1.6418 -1.2680
H -1.9454 1.2543 0.4500
H 0.0418 -1.0506 -1.8755
H 1.5129 -0.0942 -1.7037
H 0.1339 0.5559 -2.6013
H 1.8813 -2.2884 1.4703
H -0.5226 -2.3437 1.7525
H 0.8621 -1.1820 3.3618
*
```

SMILES   CC1(C)C=C1[SiH3]
HOMO   -9.16 eV

Atomic partial charges in e from the natural (NBO) method, atoms 1 to 2:
1. C -0.1897
2. C -0.3204


Which of them is the most stable? Correct choice: Q.


P | Density functional theory data (ωB97M-V with the def2-TZVPD basis set) for a gas-phase ion, C4H7ClN3 (charge +1).

Structure (ORCA input):
```
! wB97M-V def2-TZVPD RIJCOSX def2/J DEFGRID3
* xyz 1 1
C -0.4074 1.5913 -0.1302
C 0.4767 1.7267 0.8131
C 0.8460 -0.7218 1.0715
C -0.4316 -0.4365 -0.9495
N 1.2481 0.5056 1.2089
N -0.1341 -1.0748 0.2860
N -1.6186 -0.8201 -1.4183
Cl 1.0638 -0.3667 -2.0431
H -0.9307 2.4724 -0.4347
H 0.8832 2.6526 1.2248
H 1.1126 -1.4614 1.8168
H 1.9384 0.6344 1.9758
H -0.4404 -2.1404 0.3034
H -1.6434 -0.7833 -2.4407
H -1.9628 -1.7779 -1.2837
*
```

HOMO   -13.59 eV

Atomic partial charges in e from the natural (NBO) method, atoms 1 to 2:
1. C -0.1619
2. C -0.1381


Q | Density functional theory data (ωB97M-V with the def2-TZVPD basis set) for 2 unconnected molecules or ions with the total composition C4H7ClN3.

Structure (ORCA input):
```
! wB97M-V def2-TZVPD RIJCOSX def2/J DEFGRID3
* xyz 1 1
C -0.3534 -1.2224 0.8296
C 0.8157 -0.5468 0.8358
C -1.2314 0.8359 -0.1077
C -1.5738 -0.5826 0.3450
N 0.0720 1.2356 -0.3510
N -2.2047 1.6749 -0.1508
N 1.0797 0.5436 0.0173
Cl 5.4327 0.6378 -0.1858
H -0.4266 -2.1809 1.2378
H 1.6373 -0.8380 1.3269
H -2.1916 -1.1364 -0.3813
H -2.1556 -0.4957 1.1788
H -3.1153 1.3246 -0.2603
H -2.1541 2.6867 -0.4204
H 4.5582 1.0768 0.5253
*
```

HOMO   -13.87 eV

Atomic partial charges in e from the natural (NBO) method, atoms 1 to 2:
1. C -0.0396
2. C -0.0989


Which of them is the most stable? Correct choice: P.


P | Density functional theory data (ωB97M-V with the def2-TZVPD basis set) for a molecular structure, H2N2O2S.

Structure (ORCA input):
```
! wB97M-V def2-TZVPD RIJCOSX def2/J DEFGRID3
* xyz 0 1
N 0.8485 -0.0869 -0.4975
N -0.0726 -0.6596 0.1421
O 0.1517 2.4333 -1.0645
O -0.0843 -1.9889 0.0895
S 0.7154 1.5585 -0.0153
H -0.5298 1.0534 0.9194
H -1.0289 -2.3098 0.4263
*
```

HOMO   -9.55 eV

Atomic partial charges in e from the natural (NBO) method, atoms 1 to 2:
1. N -0.3942
2. N 0.1006


Q | Density functional theory data (ωB97M-V with the def2-TZVPD basis set) for 2 unconnected molecules or ions with the total composition H2N2O2S.

Structure (ORCA input):
```
! wB97M-V def2-TZVPD RIJCOSX def2/J DEFGRID3
* xyz 0 1
N 0.2173 -2.3443 -2.2823
N 1.2556 -2.2858 -1.8311
O -2.0357 -2.1599 -1.2926
O -0.0875 1.0664 -0.9556
S -1.3841 -2.4625 -2.5947
H -0.2812 1.9637 -1.3637
H -0.8542 0.7856 -0.6190
*
```

HOMO   -8.63 eV

Atomic partial charges in e from the natural (NBO) method, atoms 1 to 2:
1. N -0.2111
2. N 0.1403


Which of them is the most stable? Correct choice: Q.


P | Density functional theory data (ωB97M-V with the def2-TZVPD basis set) for a single H2N2O2S molecule.

Structure (ORCA input):
```
! wB97M-V def2-TZVPD RIJCOSX def2/J DEFGRID3
* xyz 0 1
N 0.3944 0.8683 -0.3977
N -0.0921 1.5321 0.5012
O 1.2416 -1.5303 0.0661
O -0.7376 -1.2679 -1.3811
S -0.0121 -0.9054 -0.2050
H -0.9171 -1.2351 0.9702
H 0.1230 2.5383 0.4462
*
```

SMILES   [H]/N=N/[SH](=O)=O
HOMO   -10.31 eV

Atomic partial charges in e from the natural (NBO) method, atoms 1 to 2:
1. N -0.2375
2. N -0.2999


Q | Density functional theory data (ωB97M-V with the def2-TZVPD basis set) for a single H2N2O2S molecule.

Structure (ORCA input):
```
! wB97M-V def2-TZVPD RIJCOSX def2/J DEFGRID3
* xyz 0 1
N 0.1862 0.2572 -0.2180
N -0.7178 -0.6407 0.0685
O 2.4632 1.0078 -0.9527
O -1.7828 -0.0014 0.6203
S 1.6766 -0.1086 -0.5346
H -0.3073 -1.4098 0.7106
H -1.5181 0.8954 0.3059
*
```

HOMO (alpha / beta)   -8.80 / -8.80 eV

Atomic partial charges in e from the natural (NBO) method, atoms 1 to 2:
1. N -0.5709
2. N -0.1308


R | Density functional theory data (ωB97M-V with the def2-TZVPD basis set) for a single H2N2O2S molecule.

Structure (ORCA input):
```
! wB97M-V def2-TZVPD RIJCOSX def2/J DEFGRID3
* xyz 0 1
N -0.2960 -0.5900 0.3727
N 0.1676 0.7511 -0.2241
O -2.1711 1.0978 1.1257
O -0.0985 0.8868 2.4816
S -0.8186 0.6935 1.2759
H -0.9777 -0.9753 -0.2681
H 1.1557 0.8168 -0.0100
*
```

SMILES   O=S1(=O)NN1
HOMO   -11.24 eV

Atomic partial charges in e from the natural (NBO) method, atoms 1 to 2:
1. N -0.6940
2. N -0.6393


S | Density functional theory data (ωB97M-V with the def2-TZVPD basis set) for 2 unconnected molecules or ions with the total composition H2N2O2S.

Structure (ORCA input):
```
! wB97M-V def2-TZVPD RIJCOSX def2/J DEFGRID3
* xyz 0 1
N 1.0528 1.3424 -0.0236
N 0.8024 0.2368 0.1363
O -2.3048 1.7885 -0.5673
O -0.5845 -0.3588 -0.1729
S -1.4514 3.0169 -0.5548
H 1.3228 -0.6973 0.4538
H -1.2361 0.3137 -0.6510
*
```

HOMO (alpha / beta)   -9.40 / -9.16 eV

Atomic partial charges in e from the natural (NBO) method, atoms 1 to 2:
1. N -0.1704
2. N 0.0219


Which of them is the most stable? Correct choice: P.


P | Density functional theory data (ωB97M-V with the def2-TZVPD basis set) for a gas-phase ion, C3H12N3S (charge +1).

Structure (ORCA input):
```
! wB97M-V def2-TZVPD RIJCOSX def2/J DEFGRID3
* xyz 1 1
C 1.1957 -0.1179 -0.4578
C -1.6113 0.6976 -0.8789
C -0.3477 -0.3741 -0.6172
N 1.6320 -1.2171 0.3081
N -1.3665 1.8442 0.0189
N -0.6787 -0.7665 0.9045
S -2.9375 -0.1598 -0.1884
H 1.2341 0.7121 0.2661
H 1.7543 0.1922 -1.2584
H -1.7187 1.0291 -1.9622
H -0.5684 -1.2211 -1.3112
H 2.5099 -1.0338 0.7439
H 0.1908 -1.0042 1.1035
H -1.2200 1.5815 0.9138
H -0.8437 2.6083 -0.3534
H -1.0747 0.0768 1.2784
H -1.3027 -1.4984 1.1230
H 2.0074 -2.1081 -0.2046
H -3.1334 -0.8330 -1.3267
*
```

SMILES   NC[C@@H]([NH3+])[C@H](N)S
HOMO   -13.32 eV

Atomic partial charges in e from the natural (NBO) method, atoms 1 to 2:
1. C -0.2558
2. C -0.2186


Q | Density functional theory data (ωB97M-V with the def2-TZVPD basis set) for 2 unconnected molecules or ions with the total composition C3H12N3S.

Structure (ORCA input):
```
! wB97M-V def2-TZVPD RIJCOSX def2/J DEFGRID3
* xyz 1 1
C -1.9023 -0.6328 -0.7625
C 0.6709 1.0101 -0.7386
C -0.4679 -1.0892 -0.5378
N -0.3322 -2.6411 -0.2839
N 0.6142 -0.4683 -0.7121
N 1.8810 -1.0009 -0.6578
S 0.4490 3.5493 2.8818
H -2.5522 -0.3478 -0.0457
H -2.3655 -1.5141 -1.2089
H -1.8938 0.2221 -1.4964
H -0.2626 1.4091 -0.9359
H 1.0293 1.3361 0.2806
H 1.3714 1.3482 -1.4688
H 0.1335 -2.6329 0.5989
H -1.2991 -2.9815 -0.2362
H 1.7070 -2.0138 -0.8869
H 0.1569 4.4407 3.8025
H 2.4838 -0.4778 -1.3542
H 0.5786 2.4846 3.7619
*
```

HOMO   -12.33 eV

Atomic partial charges in e from the natural (NBO) method, atoms 1 to 2:
1. C -0.6753
2. C -0.4151


Which of them is the most stable? Correct choice: Q.